ORCA calculation (the ωB97M-V functional and the def2-TZVPD basis) on C26H55BrCl16NbOS as an isolated structure in a non-equilibrium geometry.

Summary:
E, Ha: -11490.929161
HOMO level, eV: -4.867
Charge: -1

Geometry as XYZ:
```
101
Properties=species:S:1:pos:R:3:forces:R:3
Nb -1.7480 -2.8044 0.4496 0.19 1.32 2.04
Br -2.4735 -2.2757 2.9381 0.07 -0.21 -0.45
Cl -0.5296 3.0032 0.5221 0.22 0.15 0.01
Cl 5.7367 3.2277 8.9381 0.03 0.03 0.05
Cl 3.7325 6.8148 -2.7837 -0.02 0.00 -0.03
Cl 0.2932 1.0137 8.4687 0.06 0.07 0.07
Cl 3.0564 -9.7438 -1.2151 -0.02 0.03 0.02
Cl 1.6965 1.9640 -1.8533 0.03 0.28 -0.18
Cl -6.2818 3.6901 0.0888 0.01 0.14 -0.05
Cl 5.8469 5.9435 -5.3195 -0.02 0.03 -0.03
Cl 1.0015 -7.5160 -2.7827 0.10 -0.10 -0.49
Cl -4.3247 5.7518 -6.9671 -0.01 -0.04 -0.01
Cl -1.2357 3.3078 -5.4457 -0.03 0.10 -0.08
Cl 2.3153 0.3559 5.7972 0.07 0.05 0.02
Cl 5.2649 -0.0345 9.8364 0.02 0.01 0.07
Cl -3.7564 5.1725 -3.6509 -0.05 0.01 0.02
Cl 1.9678 4.3271 -4.8319 -0.03 0.01 -0.01
Cl -3.4857 1.9855 1.0614 -0.13 0.11 0.10
S 1.0728 -7.1043 1.9476 0.09 -0.13 0.46
O -6.1370 -1.9142 0.1359 1.83 -2.18 -0.93
C 1.0423 -6.5456 0.1990 -0.78 -0.37 -1.31
C 1.6747 -9.0165 -3.4639 -0.02 -0.06 -0.15
C -0.0448 2.2703 -2.0650 -0.33 -0.04 -0.16
C -3.5184 -1.5520 -0.3575 -2.38 -2.00 -1.07
C -6.1650 1.9583 0.4997 -0.03 -0.40 0.08
C -0.5454 3.4123 -1.2111 -0.02 0.07 -0.19
C -5.1585 1.6984 1.5992 -0.11 -0.14 0.03
C 0.7849 -1.0875 2.6414 0.17 0.64 1.31
C 6.0293 1.7834 7.9359 0.04 -0.18 -0.17
C 1.4132 3.2563 -6.1427 0.01 -0.09 -0.12
C -4.8854 -2.5322 -0.3972 0.15 0.39 3.35
C 5.3777 6.1523 -2.6290 0.15 -0.09 0.08
C 0.0368 3.6354 -6.6475 0.13 -0.04 -0.16
C -0.4834 -0.9725 0.1928 0.25 1.01 -0.94
C 6.2922 6.6291 -3.7368 0.11 0.06 0.17
C 1.8005 -10.1088 -2.4237 -0.09 -0.10 -0.13
C -4.6823 6.8470 -5.6083 -0.05 0.18 0.12
C -0.1969 0.3574 6.8845 -0.11 -0.11 -0.25
C 0.0145 -4.1730 1.0762 0.26 -0.22 -1.27
C 2.0639 -0.6867 0.4240 -1.22 1.05 -0.62
C 5.0346 0.6788 8.2193 -0.06 0.08 -0.21
C 0.8597 -0.5462 6.2894 -0.24 -0.24 0.03
C 0.6390 -0.5323 1.1908 1.98 0.84 -0.74
C -3.6590 6.7340 -4.4991 0.06 0.11 0.00
C 0.4557 -5.1082 -0.1335 -0.15 0.14 0.02
C -5.4388 -2.9621 1.0928 -0.68 3.34 -3.99
H 1.8808 -1.0282 2.9596 -1.34 -0.06 -0.46
H -5.6875 6.6240 -5.2495 0.14 -0.09 -0.02
H -1.2044 -0.0878 0.0576 0.67 -1.18 0.26
H -0.0142 4.6915 -6.9148 0.02 -0.08 0.13
H 5.1615 -0.1281 7.4963 0.04 0.08 0.04
H 5.7629 6.4830 -1.6632 0.01 0.04 -0.10
H 0.2417 -0.3838 3.3596 0.49 -0.96 -0.88
H 2.1407 3.3436 -6.9514 -0.09 0.05 0.02
H -0.1811 -6.9537 2.5266 0.76 0.14 -1.17
H -1.4359 -3.3358 -1.2798 -0.38 0.10 0.62
H -2.7800 -4.2991 0.5824 -0.08 -0.58 -0.47
H 2.0858 -11.0462 -2.9042 0.02 0.10 -0.02
H -5.1595 -2.1881 1.8467 0.27 -2.00 0.05
H 6.2821 7.7159 -3.8243 -0.11 -0.11 -0.02
H 5.3035 5.0645 -2.6107 -0.05 0.11 -0.10
H 2.1148 -6.6043 -0.1833 -1.22 -0.13 0.99
H 1.4368 2.2299 -5.7741 -0.07 0.12 0.05
H -0.4232 1.1964 6.2261 0.12 -0.06 0.08
H -1.5793 3.6421 -1.4754 0.04 -0.11 0.01
H 7.0541 1.4539 8.1093 -0.12 0.03 0.09
H 0.5619 0.6057 1.2924 0.00 -1.53 0.11
H 2.1137 -1.6344 -0.1867 0.17 0.72 0.98
H 0.9970 -9.3366 -4.2573 0.01 -0.05 0.11
H 7.3166 6.3139 -3.5320 -0.10 -0.05 0.02
H 5.9448 2.0982 6.8946 -0.10 -0.04 0.08
H 4.0073 1.0372 8.1506 0.12 -0.02 0.07
H -5.2160 0.6544 1.9126 -0.05 0.01 -0.16
H -0.4302 -5.2470 -0.8270 1.16 0.01 0.78
H 2.6385 -8.7805 -3.9160 -0.05 -0.01 0.14
H -7.1574 1.6423 0.8241 0.10 0.03 0.02
H -0.4355 -4.7347 1.9630 0.72 0.65 -1.10
H 1.1646 -1.3233 6.9911 0.02 0.17 0.00
H 0.4732 -7.3222 -0.4316 0.88 1.21 1.37
H -0.2075 3.0481 -7.5342 0.06 -0.02 0.09
H 0.0499 4.3154 -1.3516 0.03 -0.14 0.03
H -0.5758 1.3436 -1.8403 0.12 0.06 0.13
H 0.9327 -3.5871 1.3690 -1.04 -0.59 0.14
H 1.2593 -4.5483 -0.7208 -1.15 -0.62 0.65
H 0.0001 -1.0689 -0.8463 -0.57 0.13 1.19
H 0.8597 -10.2693 -1.8962 0.10 0.13 0.00
H -3.3606 -1.1936 -1.4147 -0.24 0.09 1.14
H 0.4371 -2.1213 2.8886 0.20 0.87 -0.61
H -1.1169 -0.2062 7.0455 0.12 -0.03 -0.01
H -5.3457 2.3259 2.4715 0.04 0.03 -0.14
H -0.1973 2.5033 -3.1188 0.05 0.10 0.12
H 0.4700 -1.0316 5.3931 0.00 0.12 0.03
H -3.8343 7.5109 -3.7531 -0.07 -0.05 -0.07
H 2.9388 -0.5073 1.1065 -0.76 -0.48 -0.65
H -3.7692 -0.7401 0.3885 0.45 -0.70 -0.97
H 2.0328 0.1663 -0.3356 0.36 -1.41 1.04
H -5.9141 1.4110 -0.4091 0.06 0.08 0.12
H -6.1075 -3.8476 1.2198 0.97 0.87 0.19
H -4.9588 -3.3319 -1.2490 -0.11 1.67 1.72
H -2.6429 6.8502 -4.8779 -0.11 -0.10 -0.03
H -4.6814 7.8615 -6.0104 0.08 -0.07 0.04
```
Positions in Å, forces in eV/Å.